Record 1
63
Properties=species:S:1:pos:R:3 method="wB97M-V/def2-TZVPD" spin_multiplicity=1 smiles="CC(C)CC(=O)N1CCC([N@H+](CCc2ccccc2)Cc2ccccc2)CC1" total_charge=+1 orbital_gap_ev=9.749 homo_ev=-11.96 lumo_ev=-2.212
C 0.5205 -3.6904 0.9250
C 0.2809 -4.3494 2.2819
C -0.3374 -5.7318 2.1050
C -0.6261 -3.4732 3.1623
C 0.0384 -2.1521 3.4704
O 1.1076 -2.1036 4.0404
N -0.6120 -0.9848 3.1438
C -1.6407 -0.7922 2.1583
C -1.0290 -0.2120 0.8695
C -0.2948 1.0888 1.1903
N 0.3084 1.6800 -0.0586
C 1.4602 0.9130 -0.6147
C 1.3123 0.7055 -2.1260
C 0.0125 0.0049 -2.4216
C -0.0936 -1.3740 -2.2790
C -1.3069 -2.0076 -2.4799
C -2.4305 -1.2694 -2.8171
C -2.3334 0.1028 -2.9690
C -1.1176 0.7386 -2.7691
C 0.6275 3.1306 0.1107
C 0.8289 3.8134 -1.2149
C 2.1022 4.1046 -1.6887
C 2.2637 4.7208 -2.9180
C 1.1561 5.0487 -3.6820
C -0.1171 4.7729 -3.2099
C -0.2806 4.1603 -1.9803
C 0.7277 0.8857 2.3051
C 0.0203 0.2614 3.5158
H 1.1297 -4.3365 0.2979
H 1.0503 -2.7474 1.0531
H -0.4233 -3.5068 0.4121
H 1.2429 -4.4486 2.7929
H -0.4889 -6.2111 3.0683
H 0.3153 -6.3648 1.5096
H -1.2994 -5.6608 1.6007
H -1.6082 -3.3725 2.7062
H -0.7522 -3.9743 4.1247
H -2.1445 -1.7260 1.9221
H -2.3866 -0.0958 2.5587
H -0.3484 -0.9550 0.4546
H -1.8229 -0.0352 0.1408
H -1.0396 1.8154 1.5371
H -0.4272 1.6095 -0.7852
H 1.4970 -0.0645 -0.1355
H 2.3852 1.4422 -0.3869
H 2.1524 0.0977 -2.4634
H 1.3576 1.6615 -2.6483
H 0.7816 -1.9548 -2.0267
H -1.3746 -3.0798 -2.3818
H -3.3750 -1.7648 -2.9776
H -3.2003 0.6798 -3.2525
H -1.0369 1.8045 -2.9401
H 1.5209 3.2170 0.7305
H -0.2082 3.5997 0.6358
H 2.9703 3.8632 -1.0930
H 3.2552 4.9478 -3.2763
H 1.2832 5.5293 -4.6388
H -0.9824 5.0419 -3.7954
H -1.2768 3.9705 -1.6033
H 1.1759 1.8325 2.6050
H 1.5222 0.2052 2.0000
H 0.7495 0.0464 4.2978
H -0.7409 0.9433 3.9066

=====

Record 2
65
Properties=species:S:1:pos:R:3 method="wB97M-V/def2-TZVPD" spin_multiplicity=1 total_charge=-1 orbital_gap_ev=3.627 homo_ev=-2.09 lumo_ev=1.537
O 1.4045 -0.3227 -0.1379
C 2.0965 -1.2583 -1.0622
C 3.1083 -1.6530 0.0089
H 2.5421 -0.7262 -1.9112
H 1.4230 -2.0687 -1.3715
C 2.3855 -0.6457 0.9225
H 4.1262 -1.3871 -0.2636
H 3.0416 -2.7011 0.3204
C 3.1941 0.5950 1.2657
H 3.6115 1.0531 0.3630
H 4.0132 0.3278 1.9495
H 2.5548 1.3323 1.7680
C 1.7005 -1.2748 2.1187
H 1.1683 -2.1833 1.8145
H 0.9810 -0.5718 2.5606
H 2.4557 -1.5238 2.8800
Ba -0.9134 0.6960 -0.6890
C -3.1340 -0.7350 0.9628
C -3.4287 -1.1260 -0.3655
C -2.3845 -1.9833 -0.8168
H -4.3502 -0.8951 -0.8929
C -1.4493 -2.1291 0.2517
C -1.9070 -1.3430 1.3457
H -1.4397 -1.2722 2.3294
H -3.7814 -0.1302 1.5976
H -2.3524 -2.5043 -1.7744
H -0.5887 -2.7984 0.2652
C -2.1520 2.9552 0.9036
C -1.6203 2.1212 1.9272
C -0.2097 2.2476 1.9207
H -2.1989 1.5094 2.6232
C 0.1417 3.1637 0.8822
C -1.0632 3.5963 0.2521
H -1.1433 4.3380 -0.5404
H -3.2152 3.0993 0.6953
H 0.4755 1.7883 2.6312
H 1.1491 3.5273 0.6744
O 5.3225 -1.6156 -1.8671
C 6.2875 -2.1247 -0.9016
C 7.5816 -2.5388 -1.6217
H 5.8445 -2.9882 -0.3693
H 6.4768 -1.3295 -0.1574
C 7.1837 -2.5594 -3.1221
H 7.9340 -3.5115 -1.2710
H 8.3555 -1.7842 -1.4345
C 5.9052 -1.6975 -3.1853
H 6.9559 -3.5892 -3.4297
H 7.9793 -2.1689 -3.7614
H 5.1545 -2.1192 -3.8700
H 6.1664 -0.6784 -3.5264
C -5.6638 1.1504 -2.2466
C -5.9940 1.5275 -0.8563
C -7.3359 1.8298 -0.4288
C -7.2426 2.1569 0.9258
C -5.8574 2.0465 1.2778
C -5.3669 2.3777 2.6211
N -5.1240 1.6615 0.1919
H -4.7147 1.5897 -2.5868
H -6.4794 1.5075 -2.8976
H -5.6148 0.0556 -2.3742
H -8.1962 1.8072 -1.0891
H -8.0159 2.4541 1.6170
H -5.5450 3.4440 2.8273
H -5.9340 1.8077 3.3701
H -4.3038 2.1715 2.7574

=====

Record 3
68
Properties=species:S:1:pos:R:3 method="wB97M-V/def2-TZVPD" spin_multiplicity=1 total_charge=+1 orbital_gap_ev=6.580 homo_ev=-10.33 lumo_ev=-3.750
C 4.1407 -2.3813 2.3953
C 3.3808 -2.9036 1.0264
C 4.0278 -2.2845 -0.3473
C 3.6409 -0.6953 -0.6144
C 3.8454 -0.2485 -2.2133
N 2.2744 -0.3009 -0.0651
C 1.0628 -0.8145 -0.5461
N 1.0894 -1.8759 -1.6659
C 0.2305 -1.2091 -2.7613
C -1.2913 -1.1651 -2.1638
C -1.4528 -0.5801 -0.6516
C -2.5073 -1.5676 0.1447
C -2.1533 -2.5030 1.4476
C -3.2535 -3.4614 2.2483
C -4.8187 -3.5424 1.7185
C -5.1925 -2.6408 0.3762
C -4.0858 -1.6600 -0.4005
P -2.3913 1.1177 -0.8376
C -3.3534 1.5240 0.7865
C -1.0615 2.4950 -1.1985
C -1.3044 3.8464 -0.2962
N -0.1867 -0.2642 0.0925
C 2.3087 0.7288 1.0843
C 1.8958 0.4025 2.6382
C 1.9573 1.4984 3.8806
C 2.5060 3.0267 3.6036
C 2.9251 3.3905 2.0388
C 2.8378 2.2868 0.7859
H 5.2264 -2.8455 2.5183
H 4.1728 -1.2072 2.4876
H 3.4774 -2.7565 3.3071
H 3.5527 -4.0746 0.9816
H 2.2366 -2.7043 1.1706
H 3.7707 -2.9663 -1.2923
H 5.2160 -2.3276 -0.2579
H 4.4780 -0.0734 -0.0328
H 3.6207 -1.2110 -2.8398
H 3.0251 0.5619 -2.5217
H 4.9307 0.1850 -2.3991
H 0.5129 -2.6952 -1.3610
H 0.5802 -0.0852 -2.9087
H 0.3457 -1.7654 -3.7884
H -1.9913 -0.5479 -2.8696
H -1.7174 -2.2803 -2.1626
H -1.0369 -2.4461 1.8543
H -2.8798 -4.0628 3.1969
H -5.6033 -4.2471 2.2711
H -6.3128 -2.7364 -0.0032
H -4.4927 -1.0850 -1.3346
H -3.4998 2.6704 0.9772
H -4.4447 1.0781 0.6237
H -2.8734 0.9325 1.6750
H 0.0354 2.1291 -1.0027
H -1.1110 2.7504 -2.3630
H -2.4143 4.2072 -0.5029
H -1.2578 3.4992 0.8435
H -0.5109 4.6965 -0.4837
H -0.2648 -0.4785 1.1106
H 1.5112 -0.6980 2.8749
H 1.6065 1.1467 4.9512
H 2.5818 3.8294 4.4615
H 3.3286 4.4968 1.8676
H 3.1947 2.6553 -0.2700
C -4.4906 3.5638 -3.8790
Cl -2.9839 3.1630 -4.7210
Cl -4.2260 3.6306 -2.1283
Cl -5.1425 5.1022 -4.4689
H -5.2210 2.7778 -4.0872

=====

Record 4
75
Properties=species:S:1:pos:R:3 method="wB97M-V/def2-TZVPD" spin_multiplicity=2 total_charge=+2 s2=0.7556 orbital_gap_ev="8.576 / 7.711" homo_ev="-14.09 / -14.40" lumo_ev="-5.512 / -6.693" de_lowest_kcal_mol=2.94
Cu 0.5699 0.7276 1.4875
O 6.2893 2.6157 -1.7672
C 6.2960 1.4095 -1.0456
C 4.9512 1.2224 -0.4047
C 4.6881 0.1051 0.3831
C 3.4452 -0.0294 0.9562
N 2.4686 0.8730 0.7905
C 2.7158 1.9588 0.0422
C 3.9425 2.1584 -0.5705
C 1.6015 2.9337 -0.0461
C 1.7298 4.1528 -0.6864
C 0.6698 5.0484 -0.6744
C 0.7834 6.3978 -1.3355
O 2.0455 6.5700 -1.9342
C -0.4871 4.6804 0.0007
C -0.5504 3.4435 0.6058
N 0.4667 2.5744 0.5786
H 7.1569 2.7682 -2.1546
H 7.0566 1.4079 -0.2563
H 6.4926 0.5475 -1.6944
H 5.4435 -0.6501 0.5570
H 3.2144 -0.8807 1.5837
H 4.1361 3.0336 -1.1697
H 2.6439 4.4406 -1.1820
H 0.6398 7.1628 -0.5655
H -0.0354 6.5114 -2.0505
H 1.9469 6.7834 -2.8657
H -1.3395 5.3444 0.0604
H -1.4390 3.1317 1.1304
F -2.1601 1.0688 0.7705
C -1.3688 0.2155 1.5011
F -1.8812 0.2458 2.7798
C -1.7926 -1.1495 0.9291
F -2.9964 -1.5441 1.2499
F -0.9302 -2.1802 1.4343
F -1.6305 -1.1896 -0.3829
C -1.3648 -6.6261 -2.1561
C -2.2252 -5.4503 -1.7118
C -1.5829 -4.6089 -0.6082
C -0.3428 -3.8479 -1.1107
Ge 0.6666 -2.9954 0.2894
C 1.5208 -3.9504 1.7261
C 0.9678 -5.3350 2.0662
C 1.3006 -6.3934 1.0206
C 0.6645 -7.7396 1.3360
H -1.8871 -7.2293 -2.8970
H -1.1250 -7.2768 -1.3120
H -0.4264 -6.3071 -2.6144
H -3.1810 -5.8214 -1.3374
H -2.4614 -4.8080 -2.5648
H -1.3152 -5.2651 0.2250
H -2.3160 -3.8968 -0.2241
H -0.6111 -3.1139 -1.8703
H 0.3685 -4.5438 -1.5689
H 1.1766 -1.5675 0.0364
H 1.5035 -3.2582 2.5711
H 2.5750 -4.0193 1.4247
H -0.1141 -5.2868 2.2235
H 1.3919 -5.6385 3.0264
H 2.3877 -6.4977 0.9575
H 0.9724 -6.0607 0.0288
H 0.9955 -8.1116 2.3065
H 0.9265 -8.4859 0.5876
H -0.4247 -7.6627 1.3651
S 1.2918 -0.5215 3.3358
C 0.0478 -0.7421 4.4921
N -0.4651 0.2042 5.2377
C -1.6212 -0.1673 6.0601
C -1.4730 -1.6656 6.3085
S -0.5904 -2.2948 4.8400
H -0.1749 1.1629 5.1034
H -2.5320 0.0593 5.5024
H -1.6169 0.3974 6.9893
H -2.4352 -2.1618 6.3964
H -0.8702 -1.8831 7.1876

=====

Copy entry 2 word for word.
65
Properties=species:S:1:pos:R:3 method="wB97M-V/def2-TZVPD" spin_multiplicity=1 total_charge=-1 orbital_gap_ev=3.627 homo_ev=-2.09 lumo_ev=1.537
O 1.4045 -0.3227 -0.1379
C 2.0965 -1.2583 -1.0622
C 3.1083 -1.6530 0.0089
H 2.5421 -0.7262 -1.9112
H 1.4230 -2.0687 -1.3715
C 2.3855 -0.6457 0.9225
H 4.1262 -1.3871 -0.2636
H 3.0416 -2.7011 0.3204
C 3.1941 0.5950 1.2657
H 3.6115 1.0531 0.3630
H 4.0132 0.3278 1.9495
H 2.5548 1.3323 1.7680
C 1.7005 -1.2748 2.1187
H 1.1683 -2.1833 1.8145
H 0.9810 -0.5718 2.5606
H 2.4557 -1.5238 2.8800
Ba -0.9134 0.6960 -0.6890
C -3.1340 -0.7350 0.9628
C -3.4287 -1.1260 -0.3655
C -2.3845 -1.9833 -0.8168
H -4.3502 -0.8951 -0.8929
C -1.4493 -2.1291 0.2517
C -1.9070 -1.3430 1.3457
H -1.4397 -1.2722 2.3294
H -3.7814 -0.1302 1.5976
H -2.3524 -2.5043 -1.7744
H -0.5887 -2.7984 0.2652
C -2.1520 2.9552 0.9036
C -1.6203 2.1212 1.9272
C -0.2097 2.2476 1.9207
H -2.1989 1.5094 2.6232
C 0.1417 3.1637 0.8822
C -1.0632 3.5963 0.2521
H -1.1433 4.3380 -0.5404
H -3.2152 3.0993 0.6953
H 0.4755 1.7883 2.6312
H 1.1491 3.5273 0.6744
O 5.3225 -1.6156 -1.8671
C 6.2875 -2.1247 -0.9016
C 7.5816 -2.5388 -1.6217
H 5.8445 -2.9882 -0.3693
H 6.4768 -1.3295 -0.1574
C 7.1837 -2.5594 -3.1221
H 7.9340 -3.5115 -1.2710
H 8.3555 -1.7842 -1.4345
C 5.9052 -1.6975 -3.1853
H 6.9559 -3.5892 -3.4297
H 7.9793 -2.1689 -3.7614
H 5.1545 -2.1192 -3.8700
H 6.1664 -0.6784 -3.5264
C -5.6638 1.1504 -2.2466
C -5.9940 1.5275 -0.8563
C -7.3359 1.8298 -0.4288
C -7.2426 2.1569 0.9258
C -5.8574 2.0465 1.2778
C -5.3669 2.3777 2.6211
N -5.1240 1.6615 0.1919
H -4.7147 1.5897 -2.5868
H -6.4794 1.5075 -2.8976
H -5.6148 0.0556 -2.3742
H -8.1962 1.8072 -1.0891
H -8.0159 2.4541 1.6170
H -5.5450 3.4440 2.8273
H -5.9340 1.8077 3.3701
H -4.3038 2.1715 2.7574

=====

Copy entry 2 word for word.
65
Properties=species:S:1:pos:R:3 method="wB97M-V/def2-TZVPD" spin_multiplicity=1 total_charge=-1 orbital_gap_ev=3.627 homo_ev=-2.09 lumo_ev=1.537
O 1.4045 -0.3227 -0.1379
C 2.0965 -1.2583 -1.0622
C 3.1083 -1.6530 0.0089
H 2.5421 -0.7262 -1.9112
H 1.4230 -2.0687 -1.3715
C 2.3855 -0.6457 0.9225
H 4.1262 -1.3871 -0.2636
H 3.0416 -2.7011 0.3204
C 3.1941 0.5950 1.2657
H 3.6115 1.0531 0.3630
H 4.0132 0.3278 1.9495
H 2.5548 1.3323 1.7680
C 1.7005 -1.2748 2.1187
H 1.1683 -2.1833 1.8145
H 0.9810 -0.5718 2.5606
H 2.4557 -1.5238 2.8800
Ba -0.9134 0.6960 -0.6890
C -3.1340 -0.7350 0.9628
C -3.4287 -1.1260 -0.3655
C -2.3845 -1.9833 -0.8168
H -4.3502 -0.8951 -0.8929
C -1.4493 -2.1291 0.2517
C -1.9070 -1.3430 1.3457
H -1.4397 -1.2722 2.3294
H -3.7814 -0.1302 1.5976
H -2.3524 -2.5043 -1.7744
H -0.5887 -2.7984 0.2652
C -2.1520 2.9552 0.9036
C -1.6203 2.1212 1.9272
C -0.2097 2.2476 1.9207
H -2.1989 1.5094 2.6232
C 0.1417 3.1637 0.8822
C -1.0632 3.5963 0.2521
H -1.1433 4.3380 -0.5404
H -3.2152 3.0993 0.6953
H 0.4755 1.7883 2.6312
H 1.1491 3.5273 0.6744
O 5.3225 -1.6156 -1.8671
C 6.2875 -2.1247 -0.9016
C 7.5816 -2.5388 -1.6217
H 5.8445 -2.9882 -0.3693
H 6.4768 -1.3295 -0.1574
C 7.1837 -2.5594 -3.1221
H 7.9340 -3.5115 -1.2710
H 8.3555 -1.7842 -1.4345
C 5.9052 -1.6975 -3.1853
H 6.9559 -3.5892 -3.4297
H 7.9793 -2.1689 -3.7614
H 5.1545 -2.1192 -3.8700
H 6.1664 -0.6784 -3.5264
C -5.6638 1.1504 -2.2466
C -5.9940 1.5275 -0.8563
C -7.3359 1.8298 -0.4288
C -7.2426 2.1569 0.9258
C -5.8574 2.0465 1.2778
C -5.3669 2.3777 2.6211
N -5.1240 1.6615 0.1919
H -4.7147 1.5897 -2.5868
H -6.4794 1.5075 -2.8976
H -5.6148 0.0556 -2.3742
H -8.1962 1.8072 -1.0891
H -8.0159 2.4541 1.6170
H -5.5450 3.4440 2.8273
H -5.9340 1.8077 3.3701
H -4.3038 2.1715 2.7574